DFT (ωB97M-V/def2-TZVPD) results for a structure of composition C8H18BiCl2N2O3P at a distorted geometry.

Structure (XYZ):
```
35
C8H18BiCl2N2O3P (ωB97M-V/def2-TZVPD)
C 4.26410 2.68817 -3.75697
C 3.24234 2.27572 -2.74826
H 5.15361 2.04483 -3.69856
H 4.53692 3.73905 -3.59743
H 3.82104 2.63632 -4.76072
O 3.30573 1.31214 -2.00013
Cl 1.81443 3.33049 -2.70275
Bi 0.88831 0.65310 -0.23084
P -0.67658 -1.17491 -1.75955
C -0.73628 -3.00357 -1.68696
C -2.46315 -0.83730 -2.02590
H -0.01194 0.19053 -3.62909
H -0.55377 -1.40784 -4.19036
H 1.05000 -1.24861 -3.44116
C 0.01822 -0.88239 -3.41516
H -2.62408 0.23780 -2.15670
H -2.83648 -1.35762 -2.92017
H -1.22591 -3.39739 -2.59216
H -1.32756 -3.32424 -0.81711
H -3.05547 -1.19060 -1.17059
H 0.28098 -3.40844 -1.62725
C 1.03928 -1.91372 0.69132
O 0.64963 -2.85225 1.20879
Cl -1.02564 2.11434 -0.73443
C -2.50919 0.93797 3.71852
N -1.19249 0.38992 3.99059
C -0.22116 0.21600 3.07480
N 0.91604 -0.35206 3.54253
O -0.35573 0.48512 1.83488
H -2.68649 1.04132 2.63909
H -2.60570 1.90934 4.22469
H -3.28167 0.28971 4.15756
H -0.98918 0.17315 4.97018
H 1.70617 -0.43342 2.92521
H 1.04826 -0.41312 4.54165
```

## Properties
maximum force	0.0672	hartree/bohr
2S+1	1
net charge	+2
E	-2126.7047	Ha